C9H20Cl2FN3O2S | ωB97M-V with the def2-TZVPD basis set

LUMO level (eV): 0.671
SMILES string: CC(C)=NN(CCCCN)S(=O)(=O)F.ClCCCl
Orbital gap (hartree): 0.3712
Highest occupied orbital energy (eV): -9.429

```
! wB97M-V def2-TZVPD RIJCOSX def2/J DEFGRID3
* xyz 0 1
C 2.6346 -1.7218 1.0121
C 3.0529 -0.2848 1.1218
C 4.2227 0.0220 2.0045
N 2.5496 0.7064 0.4949
N 1.4106 0.3538 -0.3215
C 0.3409 1.3463 -0.1074
C -0.3581 1.0853 1.2198
C -1.1624 -0.2128 1.1897
C -1.6726 -0.6469 2.5550
N -2.0364 -2.0664 2.5243
S 1.9147 0.0282 -1.8727
O 1.7089 -1.3474 -2.1497
O 3.1479 0.6533 -2.1780
F 0.8114 0.7857 -2.6952
H 2.8781 -2.2441 1.9372
H 1.5740 -1.8267 0.8046
H 3.2001 -2.1866 0.2012
H 5.1200 -0.4379 1.5835
H 4.0575 -0.4132 2.9914
H 4.3765 1.0949 2.0839
H -0.3922 1.2737 -0.9012
H 0.7610 2.3569 -0.1308
H -1.0467 1.9232 1.3638
H 0.3707 1.0598 2.0318
H -0.5151 -1.0136 0.8171
H -1.9913 -0.1144 0.4805
H -0.8760 -0.5166 3.2919
H -2.5163 -0.0089 2.8499
H -2.6147 -2.2590 1.7160
H -2.5529 -2.3340 3.3509
Cl -2.7403 1.9619 -1.7004
C -2.8729 0.5920 -2.8396
C -3.5773 0.9821 -4.1124
Cl -5.3044 1.3300 -3.8433
H -3.3955 -0.2114 -2.3270
H -1.8582 0.2680 -3.0668
H -3.5220 0.1582 -4.8215
H -3.1266 1.8648 -4.5581
*
```

C9H20Cl2Si | ωB97M-V with the def2-TZVPD basis set

LUMO level (eV): 0.629
SMILES string: C[C@H](CC(C)(C)C)C[Si](C)(Cl)Cl
ΔE to the lowest compared entry with this formula, charge and spin (kcal per mole): 14.75
Orbital gap (hartree): 0.4055
Highest occupied orbital energy (eV): -10.405

```
! wB97M-V def2-TZVPD RIJCOSX def2/J DEFGRID3
* xyz 0 1
Cl 3.3611 0.1047 -0.9471
Cl 4.4331 -2.0381 1.3598
C 0.8596 1.4234 0.1599
C -1.9215 0.8697 -1.8241
C -3.4663 -0.4696 -0.4878
C -1.5694 -1.5912 -1.6164
C -1.1075 -0.2222 0.4467
C 0.4540 -0.0634 0.1522
C -1.9990 -0.3247 -0.8793
C 3.7520 1.1197 2.1550
C 1.2888 -0.7714 1.2435
Si 3.0740 -0.3336 1.1511
H 0.6677 1.5004 1.2380
H 1.8700 1.6603 -0.1326
H 0.2115 1.9714 -0.5039
H -2.6205 0.6947 -2.7065
H -0.8836 0.9841 -2.2752
H -2.1940 1.8109 -1.4393
H -3.5873 -1.3877 0.1283
H -4.1764 -0.6170 -1.3247
H -3.7689 0.4182 0.0447
H -2.2499 -1.8984 -2.4353
H -1.6107 -2.4276 -0.9516
H -0.6677 -1.4320 -2.1255
H -1.4540 0.5720 1.0198
H -1.2660 -1.0700 1.0608
H 0.6764 -0.5220 -0.8616
H 4.0295 0.8070 3.1661
H 4.5874 1.4475 1.5180
H 3.1137 1.9826 2.2715
H 0.9224 -0.3413 2.1744
H 1.2417 -1.8563 1.2210
*
```

C9H20FGaNO3Pt | ωB97M-V with the def2-TZVPD basis set

LUMO level (eV): -7.225
Orbital gap (hartree): 0.1713
Highest occupied orbital energy (eV): -11.887

```
! wB97M-V def2-TZVPD RIJCOSX def2/J DEFGRID3
* xyz 1 1
C -0.0382 2.3447 -2.3276
C -0.4632 0.8991 -2.6242
O 0.4423 -0.0822 -2.1056
Ga 0.7357 -0.1083 -0.2021
C 2.5260 0.8779 0.0718
C 3.5227 0.0589 -0.6368
O 3.3639 -0.3513 -1.7964
C -0.7883 0.5506 0.9393
C -1.8362 -0.5586 1.0179
O -1.8452 -1.2432 -0.2662
C -3.2557 -0.0076 1.2163
N -3.2886 1.0650 2.2393
C 1.1494 -2.0560 0.4459
C 1.9045 -1.9405 1.7518
F 1.9687 -2.7908 -0.4792
H 0.9987 2.4473 -2.0221
H -0.1913 2.9204 -3.2386
H -0.7084 2.7841 -1.5912
H -0.4672 0.7876 -3.7103
H -1.4904 0.7281 -2.3037
H 2.4930 1.8955 -0.3095
H 2.7646 0.8165 1.1308
H 4.4580 -0.2612 -0.1603
H -0.3766 0.6998 1.9390
H -1.2242 1.4936 0.6110
H -1.6125 -1.2708 1.8151
H -1.8912 -2.1937 -0.0962
H -3.5744 0.3943 0.2523
H -3.9022 -0.8177 1.5495
H -3.3943 1.9472 1.7553
H -4.1289 0.9254 2.7867
H 0.2244 -2.5905 0.6436
H 2.8505 -1.4147 1.6382
H 1.2802 -1.4123 2.4735
H 2.1017 -2.9392 2.1451
Pt 1.6928 -1.5973 -2.5525
*
```

C9H20Fe2N5O17 | ωB97M-V with the def2-TZVPD basis set

LUMO level (alpha / beta) (eV): -4.450 / -5.176
Orbital gap (alpha / beta) (hartree): 0.3054 / 0.2633
Highest occupied orbital energy (alpha / beta) (eV): -12.759 / -12.341

```
! wB97M-V def2-TZVPD RIJCOSX def2/J DEFGRID3
* xyz 1 11
Fe -1.5308 -0.4004 -1.2580
Fe -2.4240 0.9589 2.3072
C -1.9035 -3.9264 -3.2789
C -1.5662 -3.5308 -1.8461
O -1.8855 -2.2038 -1.5757
H -1.6476 -4.9820 -3.3982
H -1.4559 -3.3005 -4.0462
H -2.9901 -3.9158 -3.3972
H -0.4862 -3.6772 -1.7093
H -2.1121 -4.1978 -1.1736
C -0.6633 -0.7236 1.3064
O -0.5612 0.0725 2.3522
O -0.0199 -0.7074 0.1945
O -1.8712 -0.2706 0.8373
C -3.6616 0.5733 -2.4169
O -2.4842 0.4213 -2.8797
O -4.4933 1.5512 -2.4970
O -3.5509 0.4809 -1.0876
C 2.4959 -2.6937 1.2156
N 3.1521 -4.0238 1.2023
O 2.6189 -4.9375 0.6079
O 4.2249 -4.1191 1.7633
H 1.7505 -2.7046 0.4269
H 3.2656 -1.9736 0.9507
H 2.0828 -2.5026 2.2002
C -0.7021 3.1834 -3.1134
N -0.3756 2.8244 -1.7006
O -0.6463 1.6794 -1.3555
O 0.1588 3.6390 -1.0044
H -1.6123 3.7699 -2.9788
H -0.9843 2.2941 -3.6673
H 0.1473 3.6995 -3.5417
C 2.3971 -1.1741 -2.6905
N 1.2708 -0.3614 -3.2259
O 0.1681 -0.5043 -2.7221
O 1.5168 0.4378 -4.0891
H 2.4255 -2.1329 -3.2050
H 2.2236 -1.3661 -1.6369
H 3.2752 -0.5835 -2.9235
C -1.5920 3.5557 5.7660
N -1.3061 2.2467 5.1341
O -0.4835 1.5522 5.6109
O -1.9601 1.9311 4.1227
H -0.8779 4.2528 5.3296
H -1.4542 3.4184 6.8325
H -2.6000 3.9011 5.5643
C 2.5812 1.4965 1.8432
N 2.1612 2.8062 2.4100
O 3.0097 3.6641 2.4819
O 1.0516 2.8908 2.9012
H 2.0437 0.7214 2.3806
H 3.6600 1.4215 1.8636
H 2.2206 1.4693 0.8141
*
```